# 1
C26H30IrN7OS3Si | ωB97M-V/def2-TZVPD

```
69
Properties=species:S:1:pos:R:3:forces:R:3
Ir -0.006067 0.005809 -0.427045 0.0 0.0 0.0
N -4.285023 -0.366195 -2.529361 0.0 0.0 0.0
C -3.097719 -0.249304 -1.881008 0.0 0.0 0.0
S -2.263098 -1.819985 -1.983523 0.0 0.0 0.0
N -2.829350 0.914958 -1.402355 0.0 0.0 0.0
N -1.639020 1.175050 -0.758009 0.0 0.0 0.0
C -1.621141 2.348220 -0.212780 0.0 0.0 0.0
C -0.408829 2.760647 0.459007 0.0 0.0 0.0
C -0.242384 4.023464 1.007718 0.0 0.0 0.0
C 0.964036 4.331474 1.609719 0.0 0.0 0.0
C 1.968063 3.374355 1.635074 0.0 0.0 0.0
C 1.733332 2.135108 1.066172 0.0 0.0 0.0
N 0.564436 1.827889 0.501264 0.0 0.0 0.0
H -4.651788 -1.273870 -2.758187 0.0 0.0 0.0
H -4.936525 0.395301 -2.426066 0.0 0.0 0.0
H -2.492854 2.986517 -0.274505 0.0 0.0 0.0
H -1.052346 4.738479 0.964232 0.0 0.0 0.0
H 1.122604 5.306176 2.050798 0.0 0.0 0.0
H 2.926834 3.576962 2.090272 0.0 0.0 0.0
H 2.483011 1.355642 1.066153 0.0 0.0 0.0
C 2.878372 -2.932324 -1.714615 0.0 0.0 0.0
Si 1.624935 -2.692425 -0.364784 0.0 0.0 0.0
C -0.451315 -4.015406 -1.839421 0.0 0.0 0.0
C 1.665904 -4.099514 0.846390 0.0 0.0 0.0
N 1.513733 -1.160096 0.357139 0.0 0.0 0.0
C 1.905842 -1.015454 1.697091 0.0 0.0 0.0
C 3.256109 -1.083192 2.059302 0.0 0.0 0.0
C 3.666073 -0.998779 3.380409 0.0 0.0 0.0
C 2.727561 -0.841673 4.390290 0.0 0.0 0.0
C 1.382111 -0.773011 4.062981 0.0 0.0 0.0
C 0.982221 -0.840724 2.738476 0.0 0.0 0.0
O -0.362421 -0.875766 2.404793 0.0 0.0 0.0
C -1.207251 0.150873 2.746563 0.0 0.0 0.0
C -0.817165 1.318657 3.388354 0.0 0.0 0.0
C -1.768289 2.300527 3.641506 0.0 0.0 0.0
C -3.089649 2.134057 3.258204 0.0 0.0 0.0
C -3.466113 0.958225 2.617830 0.0 0.0 0.0
C -2.532980 -0.031478 2.364178 0.0 0.0 0.0
H 2.755238 -3.896002 -2.215087 0.0 0.0 0.0
H 3.882311 -2.917778 -1.282942 0.0 0.0 0.0
H 2.823119 -2.139733 -2.460898 0.0 0.0 0.0
H 0.355995 -4.743086 -1.807229 0.0 0.0 0.0
H -0.719574 -3.854759 -2.885115 0.0 0.0 0.0
H -1.308515 -4.429533 -1.305044 0.0 0.0 0.0
H 1.580080 -5.071819 0.357309 0.0 0.0 0.0
H 0.860942 -4.003283 1.577955 0.0 0.0 0.0
H 2.610965 -4.094848 1.393862 0.0 0.0 0.0
H 3.985952 -1.199648 1.265546 0.0 0.0 0.0
H 4.719589 -1.058380 3.620187 0.0 0.0 0.0
H 3.034743 -0.787590 5.425662 0.0 0.0 0.0
H 0.628483 -0.684912 4.835474 0.0 0.0 0.0
H 0.211132 1.469453 3.685175 0.0 0.0 0.0
H -1.462508 3.206717 4.149593 0.0 0.0 0.0
H -3.822365 2.900857 3.470717 0.0 0.0 0.0
H -4.496667 0.806483 2.322793 0.0 0.0 0.0
H -2.807461 -0.956330 1.872081 0.0 0.0 0.0
S 1.555321 0.540186 -2.309638 0.0 0.0 0.0
C 0.720253 0.849975 -3.722526 0.0 0.0 0.0
N -0.574839 1.107099 -3.849635 0.0 0.0 0.0
C -1.113576 1.122746 -5.204639 0.0 0.0 0.0
C 0.052543 1.548224 -6.085843 0.0 0.0 0.0
S 1.523519 0.852457 -5.267333 0.0 0.0 0.0
H -1.169979 1.087338 -3.033433 0.0 0.0 0.0
H -1.946700 1.820228 -5.268962 0.0 0.0 0.0
H -1.465391 0.122475 -5.472715 0.0 0.0 0.0
H 0.153639 2.631331 -6.126373 0.0 0.0 0.0
H -0.024554 1.152367 -7.094588 0.0 0.0 0.0
N 0.003084 -2.773325 -1.215289 0.0 0.0 0.0
C -0.688597 -1.656117 -1.201289 0.0 0.0 0.0
```
Positions in Å, forces in eV/Å.

Its spin multiplicity is 2. The total energy comes out at -83147.15177 eV. As for the energy above the lowest of the compared OMol25 structures with the same formula, charge and spin: 0.0000 eV. The charge is +1. The HOMO energy (spin up / spin down) comes out at -9.4 / -9.8 eV.



# 2
C31H34BCaN8O | ωB97M-V/def2-TZVPD

```
76
Properties=species:S:1:pos:R:3:forces:R:3
Ca -0.028064 0.250112 0.396035 -0.3 -0.3 0.2
C -2.516811 -3.428702 0.059669 0.0 0.0 0.0
C -1.230771 -4.141595 0.497669 0.0 0.0 0.0
C -1.176148 -4.227173 2.020248 0.0 0.0 0.0
C -0.032313 -3.444403 -0.113922 0.0 0.0 0.0
C 0.829309 -2.643840 0.626402 0.0 0.0 0.1
C 1.862549 -1.939090 0.006750 0.1 0.0 -0.1
C 2.079213 -2.021501 -1.365289 0.0 0.0 0.0
C 3.133438 -1.202725 -2.056415 0.0 0.0 0.0
C 1.252757 -2.878196 -2.092031 0.0 0.0 0.0
C 0.220538 -3.568126 -1.481065 0.0 0.0 0.0
H -3.394671 -3.951408 0.443672 0.0 0.0 0.0
H -2.598198 -3.380819 -1.027919 0.0 0.0 0.0
H -2.529522 -2.408599 0.452072 0.0 0.0 0.0
H -1.253415 -5.159028 0.093469 0.0 0.0 0.0
H -1.218838 -3.232841 2.472853 0.0 0.0 0.0
H -0.264184 -4.720370 2.362010 0.0 0.0 0.0
H -2.028752 -4.797882 2.390499 0.0 0.0 0.0
H 0.698044 -2.539256 1.695579 0.0 0.0 0.0
H 2.516271 -1.317681 0.611867 0.0 0.0 0.0
H 3.718762 -0.625728 -1.342526 0.0 0.0 0.0
H 2.667218 -0.502071 -2.754177 0.0 0.0 0.0
H 3.809782 -1.837614 -2.630869 0.0 0.0 0.0
H 1.410343 -2.984886 -3.159569 0.0 0.0 0.0
H -0.413141 -4.215567 -2.078675 0.0 0.0 0.0
C -2.684730 3.695624 -0.276770 0.0 0.0 0.0
C -2.093317 2.892912 0.705351 0.0 0.0 -0.1
N -0.871370 2.525749 0.339553 0.2 0.0 0.0
N -0.640151 3.093037 -0.863786 -0.1 0.2 -0.1
C -1.726742 3.786318 -1.262436 0.0 -0.1 0.1
B 0.639513 2.824290 -1.696863 0.0 0.1 -0.1
N 1.868157 2.560372 -0.783570 0.1 0.2 0.0
C 2.943746 3.363570 -0.650459 0.0 -0.1 0.0
C 3.813570 2.779148 0.244109 0.0 0.0 0.0
C 3.176777 1.593898 0.620071 0.0 0.0 0.0
N 2.013157 1.466145 -0.005946 -0.2 -0.1 0.0
N 0.343449 1.595655 -2.592322 0.0 0.0 -0.2
C 0.555091 1.380526 -3.904392 0.0 -0.1 0.0
C 0.016516 0.153202 -4.234150 0.0 0.0 0.0
C -0.514452 -0.326363 -3.033907 0.0 0.1 0.0
N -0.316387 0.541896 -2.049418 0.0 -0.1 0.2
N 0.957227 4.085876 -2.506679 0.0 0.0 0.1
C 0.810927 5.373590 -2.094314 0.0 -0.1 -0.1
C 1.536331 6.174011 -2.938715 0.0 0.0 0.0
C 2.131178 5.272653 -3.841337 -0.1 0.0 0.0
N 1.792397 4.025611 -3.570164 0.0 0.0 0.0
H -3.662987 4.142794 -0.270661 0.0 0.0 0.0
H -2.492073 2.551595 1.647509 0.0 0.0 0.0
H -1.745281 4.292713 -2.212302 0.0 0.0 0.0
H 3.028832 4.282984 -1.203801 0.0 0.0 0.0
H 4.765931 3.155177 0.573012 0.0 0.0 0.0
H 3.504143 0.837892 1.316982 0.0 0.0 0.0
H 1.071288 2.115412 -4.495248 0.0 0.0 0.0
H 0.004546 -0.314444 -5.202880 0.0 0.0 0.0
H -1.025402 -1.255262 -2.835824 0.0 0.0 0.0
H 0.218977 5.623044 -1.230891 0.0 0.0 0.0
H 1.622063 7.246246 -2.909748 0.0 0.0 0.0
H 2.783001 5.481530 -4.674915 0.0 0.0 0.0
C -0.616130 -0.426193 2.655272 -0.2 0.0 0.0
C -0.577993 -0.620049 3.928560 0.1 0.0 -0.1
C 0.071441 -0.739964 5.161800 0.0 0.0 0.1
C 0.508291 -1.998042 5.640990 0.0 0.0 0.0
C 1.137317 -2.112563 6.864090 0.0 0.0 0.0
C 1.348954 -0.990473 7.661448 0.0 0.0 0.0
C 0.919363 0.255259 7.212164 0.0 0.0 0.0
C 0.289138 0.385741 5.990825 0.0 0.0 0.0
H 0.340788 -2.872992 5.025074 0.0 0.0 0.0
H 1.468405 -3.085661 7.205789 0.0 0.0 0.0
H 1.841112 -1.085662 8.620271 0.0 0.0 0.0
H 1.080732 1.133388 7.825540 0.0 0.0 0.0
H -0.043475 1.355646 5.644377 0.0 0.0 0.0
C -3.041839 -0.481089 2.696763 -0.2 -0.1 -0.1
O -1.865248 -0.450876 1.905907 0.5 0.1 0.0
H -3.108688 0.414672 3.319619 0.0 0.0 0.0
H -3.034061 -1.353180 3.355295 0.0 0.0 0.0
H -3.895455 -0.532420 2.020690 0.0 0.0 0.0
```
Positions in Å, forces in eV/Å.

Its spin multiplicity is 2. The total energy comes out at -65784.60337 eV. As for the energy above the lowest of the compared OMol25 structures with the same formula, charge and spin: 0.4914 eV. The HOMO energy (spin up / spin down) comes out at -5.8 / -8.1 eV.



# 3
C36H66N2O29P2S | ωB97M-V/def2-TZVPD

```
136
Properties=species:S:1:pos:R:3:forces:R:3
C -0.271661 -0.067769 -1.163005 0.7 1.4 0.3
C 1.085159 -0.214189 -2.013277 -0.8 0.5 -1.4
C 0.823117 0.604342 -3.405895 -1.0 -0.9 0.3
C 1.457052 -1.719571 -2.456449 1.6 0.8 0.8
C 3.091449 -1.761636 -2.560887 -0.4 0.0 0.0
C 1.024966 -2.869083 -1.418201 1.8 -0.2 -0.7
O 0.029882 -3.778356 -2.023275 -2.2 2.2 0.2
C -1.195299 -3.110367 -2.264352 -3.5 1.2 0.8
C -2.280710 -2.859329 -1.154279 1.4 1.0 -3.7
P -2.021660 -3.439040 0.618409 -3.1 -4.4 -0.8
O -3.061319 -4.581565 0.867116 2.3 2.9 -0.4
C -3.636202 -2.098144 -1.534471 0.5 0.6 -2.7
O -4.627366 -1.824040 -0.520713 2.8 -0.3 -1.0
C -3.993130 -1.609296 -2.962925 3.0 -0.2 2.5
P -5.623076 -0.751423 -3.451753 -1.2 -1.1 -1.2
O -5.222509 0.522829 -4.559327 0.8 -0.7 3.2
O -6.436767 -0.120737 -2.079120 3.4 0.2 -0.8
C -2.939274 -1.835622 -4.119335 -0.3 -0.1 1.0
N -3.108534 -1.404708 -5.496106 2.8 -2.6 3.9
S -1.678548 -1.962300 -6.278327 -0.8 -0.7 4.9
N -0.858198 -2.694403 -4.950485 -2.2 0.9 1.7
C -1.604602 -2.588904 -3.711652 -0.4 0.7 -3.6
H -1.219484 -0.379980 -1.734374 1.6 0.2 0.9
H -0.174543 -0.557422 -0.130393 -0.4 0.5 -1.5
H -0.402371 1.067250 -0.956176 0.2 -1.8 -0.3
H 1.993756 0.297404 -1.512832 -1.6 -1.0 -0.4
H 1.494519 0.230717 -4.256826 -0.7 0.9 1.3
H -0.257809 0.308435 -3.713497 1.7 0.5 0.3
H 0.828700 1.736596 -3.263366 0.3 -1.6 -0.3
H 1.083599 -1.898208 -3.522184 0.1 -0.1 1.8
H 3.519131 -0.708552 -2.775668 -0.7 -1.8 0.0
H 3.552924 -2.103211 -1.572036 -0.7 0.5 -1.3
H 3.381790 -2.533285 -3.355977 -0.2 1.3 1.1
H 1.962636 -3.532284 -1.261689 -1.8 0.8 -0.3
H 0.728490 -2.499524 -0.378730 0.0 -0.4 -1.6
H -0.720383 -4.072209 0.746808 -0.5 1.3 -0.2
H -2.246287 -2.424664 1.605480 0.7 0.1 -0.7
H -4.168382 -1.683090 0.349374 -0.6 -0.4 -1.1
H -4.568384 1.100269 -4.094185 -0.5 -0.2 -0.9
H -5.719540 0.244307 -1.498585 -1.2 -0.3 -0.1
C -5.372684 -5.295184 2.535329 -0.1 0.3 -0.5
O -5.418564 -6.050726 3.748921 0.1 0.5 0.7
C -5.502420 -5.301260 4.859484 0.0 -0.4 -0.1
O -5.539404 -4.092671 4.898062 -0.7 -1.2 -0.2
O -5.537072 -6.126308 5.918889 0.0 0.3 -0.5
C -5.626166 -5.460531 7.177799 0.0 0.1 0.5
H -5.305031 -5.998334 1.705068 0.1 -0.1 0.3
H -6.284755 -4.705060 2.414482 0.1 0.0 0.1
H -4.491684 -4.653754 2.514393 -0.2 -0.1 0.0
H -6.547329 -4.876419 7.240812 0.2 0.1 -0.1
H -4.753090 -4.824097 7.340304 -0.2 0.1 -0.1
H -5.647062 -6.222934 7.957394 0.0 -0.1 -0.3
C 5.906207 4.518952 -3.850137 0.1 0.3 0.4
O 5.803530 3.917302 -5.140534 -0.3 -0.4 -0.2
C 4.804850 3.025726 -5.255483 0.1 0.1 -0.1
O 4.027684 2.714403 -4.385441 0.3 0.1 -0.4
O 4.822028 2.540196 -6.509165 0.1 0.2 0.4
C 3.807204 1.574056 -6.775964 -0.3 -0.3 -0.2
H 6.742470 5.218488 -3.872421 -0.1 -0.2 -0.2
H 4.997461 5.075634 -3.611120 0.1 -0.2 0.0
H 6.108673 3.763479 -3.087448 -0.2 0.1 -0.1
H 2.814523 2.013531 -6.653073 0.1 -0.1 0.1
H 3.926321 0.701256 -6.129524 -0.1 0.2 0.0
H 3.916450 1.253009 -7.812607 0.2 0.2 0.1
C 8.727052 8.578518 -0.518084 0.4 0.1 -0.3
O 7.622466 8.611008 0.384642 -0.4 -0.2 0.0
C 6.586617 7.836876 0.018368 0.0 0.1 0.1
O 6.529899 7.150129 -0.973040 0.0 0.3 0.4
O 5.624967 7.961057 0.949080 0.4 0.0 -0.3
C 4.454662 7.188050 0.688301 -0.4 -0.2 0.0
H 9.500697 9.237785 -0.122272 -0.3 0.0 0.2
H 9.137130 7.568571 -0.589374 -0.2 0.1 -0.1
H 8.430732 8.946037 -1.503174 0.0 -0.2 0.1
H 4.693782 6.122342 0.664992 0.0 0.1 -0.2
H 3.987557 7.499993 -0.248613 0.2 -0.1 0.0
H 3.749544 7.365721 1.501172 0.3 0.2 0.0
C 8.639499 -0.074792 -3.722180 0.2 0.3 -0.3
O 7.730479 -0.807180 -2.901943 0.1 -0.4 0.3
C 8.317897 -1.711135 -2.098565 0.0 0.0 0.0
O 9.501977 -1.933776 -2.027811 -0.5 0.1 0.0
O 7.354992 -2.323684 -1.387569 0.2 0.3 -0.3
C 7.835984 -3.317317 -0.484167 0.1 -0.3 0.3
H 8.056799 0.622320 -4.325832 -0.2 -0.2 0.2
H 9.336532 0.499388 -3.107601 0.0 -0.2 -0.1
H 9.179173 -0.746109 -4.394013 0.1 0.1 0.2
H 8.500826 -2.872600 0.259850 0.0 -0.1 -0.2
H 8.343483 -4.118254 -1.026580 0.1 0.2 0.1
H 6.975002 -3.742745 0.033035 -0.1 0.2 -0.2
C -2.747643 1.471549 7.396897 0.0 0.3 0.3
O -2.735097 0.702914 6.195509 -0.1 -0.4 -0.1
C -3.126985 -0.574523 6.353918 0.0 -0.1 -0.2
O -3.470608 -1.086884 7.391697 0.2 0.3 -0.4
O -3.068938 -1.179234 5.156157 0.3 0.5 0.4
C -3.461954 -2.554640 5.173322 0.0 -0.1 0.2
H -2.414919 2.480740 7.150792 0.0 -0.2 -0.2
H -3.758780 1.531256 7.805878 0.1 -0.1 0.0
H -2.057877 1.049834 8.131593 -0.2 0.0 0.0
H -4.494603 -2.653589 5.492661 0.5 0.3 0.1
H -2.798888 -3.135690 5.820123 -0.1 0.1 0.0
H -3.376536 -2.940352 4.156573 0.0 0.3 0.0
C -7.496653 -8.215624 4.324227 0.1 0.5 0.0
O -7.417121 -9.606495 4.008664 0.3 -0.5 0.2
C -6.473239 -10.273950 4.692727 -0.1 0.2 -0.1
O -5.725418 -9.802581 5.514965 -0.3 -0.3 -0.3
O -6.506961 -11.560793 4.301456 -0.1 0.4 0.0
C -5.549968 -12.394418 4.951183 0.2 -0.3 0.1
H -8.290297 -7.779932 3.715012 0.0 -0.3 0.0
H -7.752457 -8.073445 5.376990 0.2 0.0 -0.1
H -6.558318 -7.709321 4.082671 -0.3 -0.4 0.3
H -5.727980 -12.418412 6.028799 0.1 0.1 -0.1
H -4.534012 -12.056150 4.734751 -0.1 0.1 0.2
H -5.667727 -13.405595 4.559428 -0.2 0.2 -0.1
C -8.304448 -0.042056 -4.681876 0.2 0.3 -0.2
O -9.471086 -0.842838 -4.871538 -0.6 0.1 0.2
C -10.564012 -0.383150 -4.240027 0.2 -0.1 -0.1
O -10.624019 0.611053 -3.557442 0.0 -0.4 -0.3
O -11.580773 -1.224320 -4.501144 0.3 0.2 0.0
C -12.815195 -0.856861 -3.889345 -0.4 0.0 0.1
H -7.487748 -0.504617 -5.234309 -0.4 -0.1 -0.1
H -8.460002 0.965198 -5.076319 -0.1 0.0 0.2
H -8.031583 -0.005605 -3.627112 -0.3 0.2 -0.2
H -13.150134 0.117783 -4.251826 0.1 0.0 0.2
H -12.719841 -0.852543 -2.801086 0.0 0.2 -0.1
H -13.560539 -1.603151 -4.167393 0.3 0.0 -0.1
C 8.644466 10.075937 3.586375 -0.4 -0.3 0.1
O 9.752768 10.880218 3.184262 0.1 0.5 -0.1
C 9.455305 12.178668 3.004471 0.0 -0.1 0.0
O 8.369591 12.684750 3.152626 0.5 -0.2 -0.1
O 10.579189 12.815393 2.630586 -0.3 -0.3 0.1
C 10.411109 14.213365 2.402786 0.0 0.4 -0.1
H 8.998776 9.050806 3.701421 0.2 0.2 -0.1
H 8.250880 10.414353 4.547612 0.0 0.1 -0.2
H 7.863247 10.086934 2.822986 0.0 0.1 0.2
H 10.087882 14.716810 3.316789 -0.1 -0.1 -0.2
H 9.699808 14.389128 1.592525 0.0 0.0 0.2
H 11.378341 14.621917 2.107447 0.0 -0.3 0.1
```
Positions in Å, forces in eV/Å.

The total energy comes out at -130165.31368 eV. The HOMO energy comes out at -8.4 eV.



# 4
C5H15NO2 | ωB97M-V/def2-TZVPD

```
23
Properties=species:S:1:pos:R:3:forces:R:3
C 0.612717 1.556196 -2.880634 -0.9 0.6 0.8
C 0.119666 1.101166 -1.481753 -0.3 -0.5 0.1
C 0.124301 -0.415539 -1.309561 0.8 1.9 -0.2
C -0.426562 -0.990922 -0.252411 -0.2 -1.5 -0.5
N -0.467334 -2.386762 -0.037958 -0.6 0.5 0.5
C -0.499647 -2.802159 1.347326 0.8 -0.5 0.9
H 1.280633 2.404782 -2.735058 0.3 -0.2 -0.3
H 1.066928 0.749214 -3.451364 0.2 0.1 0.0
H -0.215510 1.963606 -3.454505 -0.1 -0.2 -0.3
H -0.908506 1.369969 -1.228977 0.1 0.7 -0.4
H 0.749203 1.584368 -0.730537 0.0 -0.2 0.1
H 0.703822 -0.824698 -2.130212 -0.1 -1.1 0.5
H -1.047826 -0.463941 0.464393 0.2 0.4 -0.1
H 0.236815 -2.875785 -0.561994 0.1 -0.1 -0.1
H -1.370556 -2.588843 1.976860 -0.3 0.4 -0.9
H 0.342455 -2.422221 1.940724 0.2 0.2 0.0
H -0.387798 -3.876495 1.423685 -0.1 -0.3 -0.3
H 1.357572 0.026791 1.904596 0.2 0.4 -0.1
H 2.526788 0.854317 2.430280 0.3 0.0 0.2
O 1.675893 0.940694 2.006630 -0.6 -0.5 -0.2
H -1.193220 3.116928 1.515096 -0.3 -0.5 0.0
H -0.663128 1.708007 1.667429 -0.3 0.2 0.1
O -1.501134 2.199346 1.617211 0.7 0.3 -0.1
```
Positions in Å, forces in eV/Å.

The total energy comes out at -11012.14995 eV. As for the energy above the lowest of the compared OMol25 structures with the same formula, charge and spin: 1.7963 eV. The HOMO energy comes out at -7.9 eV.